Entry from the OMol25 dataset: a 2-piece molecular cluster, C5H10O2 overall (wB97M-V/def2-TZVPD).

```
17
Properties=species:S:1:pos:R:3:forces:R:3
C -1.992 -0.345 0.033 -0.0021 0.0418 0.1225
C -0.927 0.172 0.642 -0.1930 -0.1096 -0.0170
C 1.168 -1.050 0.582 0.0417 -0.0445 0.2683
O 1.526 -2.026 -0.327 0.2619 -0.0225 -0.1982
C 1.766 0.326 0.621 0.0958 0.0860 0.0357
C 0.405 0.112 0.003 -0.1429 -0.2543 0.1476
O 0.423 0.073 -1.405 -0.2067 -0.0471 -0.0403
H -1.569 2.060 -0.664 0.0653 0.2752 -0.0801
H -2.956 -0.419 0.519 0.0646 0.0636 -0.0016
H -1.906 -0.740 -0.978 -0.1211 0.0932 0.2044
H -0.958 0.520 1.674 -0.0936 -0.0009 -0.1507
H 0.784 -1.439 1.525 0.1284 -0.0278 -0.2516
H 1.099 -1.749 -1.158 0.2482 -0.2477 0.0198
H 1.893 0.839 1.571 -0.0966 -0.1304 -0.1200
H 2.546 0.496 -0.116 -0.1538 0.1379 0.0785
H -1.013 2.539 -0.780 -0.0394 0.2274 -0.1341
H -0.291 0.630 -1.741 0.1432 -0.0403 0.1169
```
Forces are in eV/Å.

Calculated values
E_HOMO	-8.811	eV
energy above the lowest of the compared OMol25 structures with the same formula, charge and spin	95.6	kcal per mole
E_LUMO	0.035	Eh
SMILES string	C=C[C@@]1(O)C[C@@H]1O.[H][H]
energy	-9438.897	eV

=====

Entry from the OMol25 dataset: C7H22N3O5OsPSSe2Te2 as an isolated structure (wB97M-V/def2-TZVPD).

```
44
Properties=species:S:1:pos:R:3:forces:R:3
Os -0.606 0.617 -1.032 0.0421 -0.2121 0.3323
Se 3.049 0.575 1.513 0.0022 0.0010 0.0180
Te 0.769 -0.306 1.115 -0.0520 -0.0203 -0.0865
Te -0.915 1.226 2.689 0.0061 0.0150 -0.0064
Se -1.903 2.054 0.477 -0.0159 -0.0107 -0.0010
C -2.535 -1.130 -3.823 0.0004 0.0080 -0.0061
C -2.741 -1.247 -2.314 -0.0158 -0.1988 0.3126
C -4.172 -0.863 -1.934 -0.0010 -0.0001 0.0067
C -2.392 -2.640 -1.790 0.0188 -0.0002 -0.0048
N -1.876 -0.284 -1.684 0.0374 0.3391 -0.5454
H -3.149 -1.872 -4.337 -0.0045 0.0009 0.0005
H -1.491 -1.292 -4.087 0.0049 -0.0060 0.0017
H -2.819 -0.135 -4.165 0.0010 -0.0009 -0.0017
H -4.870 -1.563 -2.397 -0.0009 -0.0009 0.0000
H -4.402 0.145 -2.278 -0.0001 -0.0014 0.0009
H -4.305 -0.900 -0.852 -0.0001 -0.0002 0.0002
H -2.999 -3.397 -2.289 -0.0040 0.0012 -0.0009
H -2.575 -2.694 -0.716 -0.0025 -0.0014 -0.0007
H -1.336 -2.864 -1.953 -0.0250 0.0020 0.0061
N 3.370 1.449 -1.576 -0.0178 -0.0243 -0.0579
C 3.356 2.915 -1.365 0.0083 0.0011 -0.0085
P 1.655 3.426 -0.895 -0.0281 -0.1162 0.1235
O 1.310 4.751 -1.470 0.0207 0.0340 -0.0471
O 0.846 2.191 -1.184 0.0547 0.0495 -0.1245
C 1.554 3.717 0.918 -0.0204 0.0572 -0.0198
N 0.271 4.484 1.035 -0.0500 0.0116 0.0671
H 4.181 1.089 -2.074 0.0096 0.0124 0.0091
H 2.530 1.136 -2.083 -0.0028 0.0007 0.0259
H 3.317 0.970 -0.628 0.0085 0.0320 0.0168
H 3.605 3.428 -2.292 -0.0060 0.0046 -0.0050
H 4.086 3.176 -0.601 0.0029 -0.0146 -0.0023
H 2.370 4.346 1.270 0.0040 -0.0106 0.0070
H 1.492 2.810 1.512 0.0054 0.0191 -0.0151
H -0.528 3.827 0.829 0.0154 -0.0094 0.0239
H 0.273 5.204 0.299 0.0220 0.0179 -0.0180
H 0.134 4.884 1.959 0.0057 -0.0015 -0.0015
C 1.197 -2.390 -3.716 -0.0117 0.0076 -0.0062
S 1.710 -1.426 -2.327 -0.0291 0.0590 -0.0437
O 3.097 -1.085 -2.566 0.0080 0.0068 0.0305
O 1.414 -2.185 -1.136 0.0155 -0.0115 0.0011
O 0.880 -0.160 -2.411 -0.0162 -0.0433 0.0249
H 1.855 -3.255 -3.761 0.0019 -0.0029 0.0011
H 1.299 -1.786 -4.614 0.0000 -0.0040 -0.0019
H 0.168 -2.710 -3.574 0.0082 0.0106 -0.0047
```
Forces are in eV/Å.

Calculated values
E_HOMO	-7.029	eV
energy above the lowest of the compared OMol25 structures with the same formula, charge and spin	5.1	kcal per mole
E_LUMO	-0.016	Eh
energy	-190197.252	eV